Here is a structure of composition C5H11N3O in a non-equilibrium geometry from the Open Molecules 2025 dataset. Energies are from wB97M-V/def2-TZVPD.

Summary:
**Net charge**: 0
**DFT total energy**: -11877.134 eV
**ΔE to the lowest compared entry with this formula, charge and spin**: 447.36 kJ/mol
**HOMO energy**: -7.620 eV
**Molecular weight**: 129.16 g mol⁻¹
**Spin multiplicity**: 1

Atoms and positions in Å:
C -1.12 -0.84 -0.90
C 0.96 0.33 0.49
C 2.31 -0.24 0.07
C -1.51 0.80 0.60
N -0.59 -2.12 -0.57
N -1.60 1.78 1.47
C -0.06 0.27 -1.18
N -1.98 -0.25 0.19
O -0.62 1.43 -1.27
H -1.76 -0.93 -1.78
H -0.05 -2.10 0.28
H -1.30 -2.84 -0.52
H -2.34 2.45 1.29
H -0.74 2.22 1.78
H 0.72 -0.05 -1.89
H 1.04 1.41 0.66
H 0.64 -0.17 1.41
H 2.24 -1.29 -0.23
H 2.72 0.30 -0.79
H 3.04 -0.17 0.88